Entry 1:
Entry from OMol25: a cluster of 2 separate species, C3H7N in total (ωB97M-V/def2-TZVPD).

Calculated values
SMILES   C=C.C=N
Orbital gap   0.3982 Eh
HOMO level   -9.74 eV

Last column: Löwdin charge in e.
Positions of all 11 atoms, in Å:
C 1.0929 -0.4011 -1.6198  -0.081
C 0.0517 -0.8561 -2.3205  -0.083
H 0.8297 0.1448 -0.7184  0.014
H 2.1362 -0.3438 -1.8942  0.041
H -0.9046 -0.8671 -1.8149  0.037
H 0.1008 -1.1285 -3.3662  0.038
C -0.7078 1.0436 2.4878  -0.139
N -0.0108 0.2059 1.8321  0.017
H -1.6060 0.7679 3.0395  0.059
H -0.4109 2.0888 2.5409  0.055
H -0.5710 -0.6543 1.8337  0.041

=====

Entry 2:
Entry from OMol25: the molecule C3H7N (ωB97M-V/def2-TZVPD).

Calculated values
SMILES   C=CCN
Orbital gap   0.3889 Eh
HOMO level   -9.35 eV

Last column: Löwdin charge in e.
Positions of all 11 atoms, in Å:
C -1.8151 -0.0139 -0.2008  -0.022
C -0.6839 -0.3736 0.4175  -0.212
C 0.5876 0.4464 0.3297  -0.322
N 1.7436 -0.3886 -0.1167  -0.068
H -1.8118 0.8922 -0.8231  0.053
H -2.7734 -0.6171 -0.1610  0.070
H -0.6159 -1.3479 0.9412  0.105
H 0.8369 0.8015 1.3891  0.121
H 0.5141 1.3365 -0.3574  0.108
H 1.4328 -0.9071 -1.0202  0.097
H 2.5850 0.1718 -0.3983  0.069

=====

Entry 3:
Entry from OMol25: the molecule C3H7N (ωB97M-V/def2-TZVPD).

Calculated values
SMILES   CN1CC1
Orbital gap   0.3906 Eh
HOMO level   -9.32 eV

Last column: Löwdin charge in e.
Positions of all 11 atoms, in Å:
C -1.3232 -0.0229 -0.0165  -0.173
N -0.1599 -0.0499 -0.8037  -0.138
C 0.9605 0.6917 -0.0434  -0.144
C 0.9088 -0.7461 -0.0262  -0.192
H -2.1229 -0.0433 -0.8086  0.093
H -1.4041 -0.9101 0.5875  0.068
H -1.3514 0.9385 0.5975  0.093
H 0.4343 1.3567 0.7085  0.107
H 1.7298 1.1831 -0.6602  0.099
H 0.6726 -1.0561 0.9641  0.090
H 1.6555 -1.3416 -0.4990  0.097

=====

Entry 4:
Entry from OMol25: the ion C3H7N2 with charge +1 (ωB97M-V/def2-TZVPD).

Calculated values
SMILES   [H]/N=C\CC=[NH2+]
Orbital gap   0.3238 Eh
HOMO level   -14.35 eV
Net charge   +1

Last column: Löwdin charge in e.
Positions of all 12 atoms, in Å:
H 0.7596 0.4974 1.3028  0.031
N 0.2765 1.3727 1.2082  0.142
C -0.3215 1.5335 0.1661  -0.180
C -0.4629 0.2985 -0.8119  -0.103
C -0.3766 -0.9806 -0.1548  -0.063
N 0.6995 -1.4639 0.3674  0.212
H -0.5948 2.4533 -0.2875  0.119
H -1.4410 0.7118 -1.3339  0.182
H 0.3958 0.4893 -1.4079  0.121
H -1.2312 -1.5444 -0.1843  0.132
H 0.6206 -2.4250 0.7625  0.179
H 1.6760 -0.9426 0.3733  0.227

=====

Entry 5:
Entry from OMol25: a structure of composition C3H7N2 (ωB97M-V/def2-TZVPD).

Calculated values
Orbital gap   0.3779 Eh
HOMO level   -14.61 eV
Net charge   +1

Last column: Löwdin charge in e.
Positions of all 12 atoms, in Å:
C -1.1309 1.0160 -0.0549  -0.061
C -0.8935 -1.0059 -0.0181  -0.141
C 0.0934 0.0677 -0.4655  -0.215
N -1.8972 0.0619 0.2435  0.087
N 1.3970 0.2552 0.2703  0.177
H -1.4113 2.0515 -0.0972  0.114
H -1.1949 -1.6391 -0.8981  0.140
H -0.7843 -1.5752 0.9426  0.138
H 0.3567 0.0233 -1.5754  0.173
H 1.2920 0.0103 1.3453  0.230
H 1.9509 1.1108 0.1108  0.178
H 2.2223 -0.3764 0.1969  0.179

=====

Entry 6:
Entry from OMol25: a structure of composition C3H7N2 (ωB97M-V/def2-TZVPD).

Calculated values
Orbital gap   0.4495 Eh
HOMO level   -15.88 eV
Net charge   +1

Last column: Löwdin charge in e.
Positions of all 12 atoms, in Å:
C 0.2708 0.1843 -0.0304  -0.196
C -1.7006 -0.0282 0.0107  -0.051
C 1.8303 -0.0492 -0.0546  0.071
N -0.7506 1.0938 -0.0689  0.158
N -0.5125 -0.8927 -0.0389  0.132
H -2.2307 -0.1545 1.0139  0.173
H -2.2900 -0.0414 -0.9269  0.154
H 2.0762 -0.2808 0.9824  0.100
H 2.4057 0.8033 -0.3532  0.084
H 1.9621 -0.9127 -0.6921  0.093
H -0.8909 2.0522 0.0006  0.140
H -0.1699 -1.7741 0.1575  0.142

=====

Entry 7:
Entry from OMol25: the ion C3H7N2 with charge +1 (ωB97M-V/def2-TZVPD).

Calculated values
SMILES   C[N+]1(N)C=C1
Orbital gap   0.4053 Eh
HOMO level   -15.75 eV
Net charge   +1

Last column: Löwdin charge in e.
Positions of all 12 atoms, in Å:
C -0.1707 0.5785 1.0886  0.030
N 0.1239 0.0125 -0.2325  -0.329
N 1.4525 -0.0788 -0.5457  0.151
C -0.7756 -1.1454 -0.6069  0.194
C -0.9223 0.0384 -1.2578  0.173
H 0.2998 1.4851 1.0290  0.071
H -1.2849 0.7912 1.1253  0.134
H 0.0448 -0.1930 1.9054  0.151
H 1.8205 -0.8496 -0.0803  0.100
H 1.9852 0.7022 -0.2633  0.108
H -1.2164 -1.9468 -0.1671  0.106
H -1.3568 0.6058 -1.9945  0.113

=====

Entry 8:
Entry from OMol25: a cluster of 2 separate species, C3H7N2 in total (ωB97M-V/def2-TZVPD).

Calculated values
Orbital gap   0.3529 Eh
HOMO level   -14.13 eV
Net charge   +1

Last column: Löwdin charge in e.
Positions of all 12 atoms, in Å:
C 2.4406 0.2190 0.1167  0.154
C 1.2785 -0.0518 -0.0137  -0.132
C -0.1808 -0.3791 0.1483  -0.368
N -0.7588 -1.5052 -0.2314  0.088
N -0.8923 1.0531 -0.2645  0.179
H 3.3303 0.8068 0.0309  0.061
H -0.0904 -0.3324 1.8728  0.284
H -1.4636 -1.9251 0.4090  0.143
H -0.4651 -2.1412 -0.9175  0.106
H -0.0651 1.7065 -0.3491  0.161
H -1.7041 1.3463 0.3297  0.167
H -1.4291 1.2030 -1.1313  0.156

=====

Entry 9:
Entry from OMol25: a cluster of 2 separate species, C3H7N2O in total (ωB97M-V/def2-TZVPD).

Calculated values
Orbital gap   0.2485 Eh
HOMO level   -2.29 eV
Net charge   -1

Last column: Löwdin charge in e.
Positions of all 13 atoms, in Å:
C -1.5253 0.0700 -0.6419  -0.186
C -1.2143 0.2647 0.8166  -0.172
C -0.0787 0.1010 -0.1207  -0.512
N 0.7110 -1.0685 -0.2456  -0.060
N 2.4861 -0.3405 0.1585  -0.225
O 2.4649 0.9179 0.0626  -0.358
H -1.7779 -0.9389 -1.0839  0.095
H -1.7855 0.8741 -1.2805  0.049
H -1.3448 1.4189 1.1576  0.132
H -1.5430 -0.5402 1.4737  0.076
H 0.2888 1.0839 -0.3536  0.091
H 1.0736 -1.2342 -1.1802  0.011
H 2.2452 -0.6082 1.2374  0.058

=====

Entry 10:
Entry from OMol25: a structure of composition C3H7N2O (ωB97M-V/def2-TZVPD).

Calculated values
Orbital gap   0.3899 Eh
HOMO level   -15.36 eV
Net charge   +1

Last column: Löwdin charge in e.
Positions of all 13 atoms, in Å:
C 0.7741 -0.5406 -0.0012  -0.170
C 0.1631 -1.8459 0.1374  -0.011
C -0.8025 1.7279 0.3200  0.092
N 1.8949 -0.1187 0.0231  0.047
N -0.5923 0.6587 -0.3017  0.118
O 2.5680 0.9918 -0.0959  0.087
H -0.6634 -1.8205 0.8456  0.101
H 0.9171 -2.5445 0.4992  0.115
H -0.2073 -2.2039 -0.8227  0.105
H -1.6336 2.3941 0.0881  0.120
H 2.0451 1.7745 -0.3647  0.134
H -0.1467 2.0251 1.1325  0.116
H -1.2217 0.3659 -1.0468  0.146

=====

The evaluated energy relative to the best compared isomer or geometry (same formula, charge and spin) for the records listed, in turn: 157.6, 70.9, 184.5, 198.0, 224.1, 79.8, 448.8, 472.5, 38.4, 447.5 kJ/mol.
The evaluated E_LUMO for the records listed, in turn: 0.0402, 0.0452, 0.0480, -0.2037, -0.1589, -0.1340, -0.1734, -0.1664, 0.1645, -0.1746 hartree.
The evaluated largest force on an atom for the records listed, in turn: 1.16, 2.48, 4.34, 3.69, 4.29, 3.72, 8.57, 5.59, 3.10, 2.17 eV/A.